(1)
A cluster of 4 separate species, C5H18O3 in total in a non-equilibrium geometry. Source: the OMol25 dataset; level of theory: ωB97M-V/def2-TZVPD.

The geometry in XYZ format:
```
26
Properties=species:S:1:pos:R:3:forces:R:3:nbo_charge:R:1
C -2.9236 -0.8045 0.8036 0.38 0.88 -0.48 -0.572
C -2.1024 -0.2921 -0.4375 -0.57 -0.14 -0.56 -0.344
C -0.6113 -0.5431 -0.0857 -0.03 -0.88 0.75 -0.267
C 0.1312 0.1171 -1.3164 -0.32 1.19 -1.86 -0.337
C 1.5836 -0.1334 -1.1495 1.29 -1.34 1.05 -0.608
H -3.7134 -1.4177 0.3712 0.29 -0.57 0.29 0.265
H -3.4128 -0.0279 1.3799 0.17 0.53 -0.19 0.244
H -2.2213 -1.2631 1.4804 -0.37 -0.96 0.27 0.223
H -2.3340 0.7151 -0.7771 0.04 0.18 0.49 0.244
H -2.3067 -0.9157 -1.3075 0.02 -0.08 0.05 0.232
H -0.3601 -0.2695 0.9364 0.21 0.54 -0.20 0.233
H -0.3461 -1.5929 -0.2018 -0.32 -0.07 0.15 0.223
H -0.3780 -0.2741 -2.1999 0.71 -0.45 -0.17 0.246
H -0.1190 1.1769 -1.4040 0.13 0.11 0.78 0.279
H 1.9462 -1.0599 -0.6479 -0.59 -0.23 0.12 0.277
H 2.2470 -0.3239 -2.0104 -0.89 0.33 -0.76 0.314
H 2.0494 0.5595 -0.4662 -0.20 0.67 0.00 0.296
H 1.1074 -2.8288 0.1300 0.05 0.11 0.12 0.443
H 2.3955 -3.3267 -0.5543 0.03 -0.06 0.02 0.473
O 1.6210 -3.6123 -0.0597 0.02 -0.23 -0.08 -0.903
H 1.5149 2.4499 0.5663 0.22 0.19 -0.10 0.490
H 2.2341 3.3881 -0.3483 0.08 0.02 -0.25 0.496
O 1.8017 2.5259 -0.3641 -0.18 0.34 0.51 -0.965
H 0.1422 2.2870 2.1129 -0.34 0.00 0.37 0.467
H 1.1655 2.6184 3.2211 -0.01 -0.04 0.05 0.497
O 0.8889 2.8476 2.3286 0.17 -0.03 -0.35 -0.946
```
Forces are in eV/Å.

Calculated total energy (eV): -11608.35369
HOMO-LUMO gap (alpha / beta) (eV): 12.0 / 5.0
2S+1: 2
Net charge: +1
ΔE to the lowest compared entry with this formula, charge and spin (kJ/mol): 108.7
Largest force on an atom (eV/Å): 2.232

***

(2)
A structure of composition C5H18O8 in a non-equilibrium geometry. Source: the OMol25 dataset; level of theory: ωB97M-V/def2-TZVPD.

The geometry in XYZ format:
```
31
Properties=species:S:1:pos:R:3:forces:R:3:nbo_charge:R:1
O 1.3032 0.3362 4.1585 0.73 0.36 0.33 -0.734
C 0.4725 -0.1288 3.3832 0.13 -0.54 0.08 0.789
O -0.7767 -0.1468 3.6040 -0.71 0.01 0.05 -0.846
C 0.9598 -0.7990 2.0934 0.19 -0.93 0.50 -0.503
C 0.2052 -0.3350 0.8548 -0.19 0.02 0.12 -0.422
C 0.8813 -0.8240 -0.4282 0.39 0.26 -0.41 -0.418
C -0.1338 -0.9859 -1.5838 -0.27 -0.25 0.29 -0.046
O 0.4751 -1.5910 -2.6691 0.72 0.12 -1.60 -0.815
H 2.0322 -0.6226 2.0250 0.09 0.28 -0.17 0.198
H 0.8957 -1.9327 2.2275 -0.30 1.30 -0.25 0.199
H -0.8096 -0.7744 0.9126 0.37 0.31 -0.08 0.220
H 0.0838 0.7903 0.8765 0.23 -1.10 -0.13 0.194
H 1.4211 -1.8080 -0.2776 -0.78 0.87 -0.08 0.192
H 1.6968 -0.1064 -0.7564 -0.83 -0.66 0.29 0.186
H -0.9965 -1.6702 -1.2692 0.96 0.98 -0.08 0.147
H -0.5648 0.0023 -1.8894 0.07 -0.55 0.48 0.149
H -3.0675 -1.2821 2.3202 -0.36 0.22 -0.38 0.471
H -1.8018 -1.3685 3.1106 -0.71 -1.01 -0.33 0.500
O -2.5494 -1.9636 2.7466 1.00 0.37 0.69 -1.027
H 0.3503 2.5892 -3.3652 0.04 -0.17 -0.53 0.503
H 0.4767 1.6786 -2.1478 -0.02 0.18 -0.10 0.459
O 0.2092 2.5718 -2.3973 -0.05 0.10 0.87 -1.010
H 2.4436 0.2789 -3.8608 1.74 0.52 0.77 0.441
H 0.9412 -0.9007 -3.3140 -0.69 -0.65 0.85 0.512
O 1.6242 0.1057 -4.2577 -1.75 -0.49 -0.94 -1.114
H -2.1562 1.1570 1.2197 -0.53 -0.61 1.29 0.469
H -1.9855 0.4953 2.6823 -0.21 0.63 -0.97 0.514
O -2.6636 0.8299 2.0051 0.58 0.37 -0.44 -1.029
H 1.1138 1.1549 -4.6907 0.05 0.44 0.20 0.498
H -0.2454 1.9305 -5.3531 0.44 0.27 0.20 0.435
O 0.6108 2.2109 -4.9859 -0.31 -0.67 -0.53 -1.114
```
Forces are in eV/Å.

Calculated total energy (eV): -21859.03476
HOMO-LUMO gap (eV): 8.8
2S+1: 1
Net charge: -2
ΔE to the lowest compared entry with this formula, charge and spin (kJ/mol): 0.0
Largest force on an atom (eV/Å): 2.049

***

(3)
A structure of composition C5H19BClCrN5O14 in a non-equilibrium geometry. Source: the OMol25 dataset; level of theory: ωB97M-V/def2-TZVPD.

The geometry in XYZ format:
```
46
Properties=species:S:1:pos:R:3:forces:R:3:nbo_charge:R:1
Cr -0.1767 0.1298 0.1736 -0.66 0.38 0.13 1.232
Cl -3.5877 0.3973 -0.9454 -0.22 0.94 -0.15 2.571
O -3.9790 -0.6188 -1.8838 -0.09 -0.12 -0.06 -0.857
O -2.4518 -0.1294 -0.1750 0.81 -0.44 0.32 -0.926
O -3.1528 1.5814 -1.6424 -0.01 -0.33 0.05 -0.848
O -4.6495 0.6998 -0.0406 0.15 -0.17 -0.09 -0.812
B -0.3909 2.3778 0.9586 -0.81 0.95 0.54 -0.660
H -0.1066 2.8787 2.0142 0.31 -0.11 0.21 -0.016
H 0.5583 1.7626 0.5623 0.83 -0.32 -0.19 -0.052
H -1.3613 1.6765 1.1436 -0.11 -0.27 -0.06 0.005
H -0.6281 3.2401 0.1581 -0.08 -0.03 -0.31 0.002
C -1.5408 -2.2294 -2.9658 -0.29 0.03 0.84 -0.496
N -0.1789 -2.1600 -2.3623 -0.12 -0.27 -0.05 0.575
O -0.0492 -1.5250 -1.3258 0.33 -0.28 -0.39 -0.419
O 0.7225 -2.7670 -2.8908 -0.10 0.19 0.06 -0.343
H -2.2092 -1.6767 -2.3116 0.07 0.28 -0.26 0.279
H -1.8660 -3.2654 -2.9109 0.30 -0.12 -0.34 0.242
H -1.4908 -1.8402 -3.9746 0.03 -0.09 -0.08 0.236
C -1.4529 -3.1244 2.8197 0.19 1.06 0.20 -0.483
N -1.1024 -2.7624 1.4165 -0.94 0.49 -0.19 0.572
O -0.3512 -1.8088 1.2457 0.23 -0.42 0.51 -0.429
O -1.6881 -3.3351 0.5352 0.37 -0.25 -0.08 -0.317
H -0.9957 -2.3779 3.4661 0.39 -0.25 -0.05 0.252
H -1.1130 -4.1320 3.0149 -0.25 -0.14 0.02 0.240
H -2.5222 -2.9421 2.8875 -0.12 -0.61 -0.09 0.250
C 1.4685 1.6997 4.2848 0.20 0.11 -0.21 -0.481
N 1.0374 0.3971 3.7234 -0.32 0.02 0.02 0.561
O 1.0272 0.2899 2.5175 0.20 -0.13 0.20 -0.374
O 0.6737 -0.4641 4.4985 -0.03 -0.10 0.08 -0.392
H 0.5780 2.3192 4.3519 -0.05 -0.06 0.04 0.258
H 2.1470 2.1420 3.5639 0.04 0.02 0.05 0.241
H 1.9206 1.5194 5.2518 -0.04 0.00 0.05 0.228
C -0.1700 2.8230 -3.3322 -0.47 -0.04 -0.41 -0.483
N 0.5144 1.6508 -2.7384 -0.15 0.04 -0.05 0.570
O 1.5030 1.2083 -3.2794 0.13 0.07 0.07 -0.372
O 0.0077 1.1884 -1.7385 -0.03 0.00 -0.38 -0.388
H 0.4270 3.7098 -3.1480 0.10 -0.05 0.07 0.245
H -1.1619 2.8933 -2.8963 0.10 0.00 0.24 0.271
H -0.2516 2.6186 -4.3965 0.18 0.11 -0.03 0.233
C 4.0684 -0.4076 -1.0685 0.26 -0.33 0.31 -0.478
N 3.2845 -0.0957 0.1591 -0.21 0.24 -0.01 0.571
O 3.8718 0.1763 1.1748 -0.09 -0.02 -0.11 -0.324
O 2.0688 -0.1843 0.0485 0.28 -0.12 -0.17 -0.417
H 3.5089 -0.0842 -1.9373 -0.11 -0.07 0.00 0.255
H 4.1888 -1.4899 -1.0215 -0.13 0.00 -0.30 0.244
H 5.0516 0.0404 -0.9847 -0.08 0.20 0.07 0.235
```
Forces are in eV/Å.

Calculated total energy (eV): -83206.19787
HOMO-LUMO gap (alpha / beta) (eV): 8.4 / 8.8
2S+1: 5
ΔE to the lowest compared entry with this formula, charge and spin (kJ/mol): 0.0
Largest force on an atom (eV/Å): 1.360

***

(4)
A structure of composition C5H19N2O4 in a non-equilibrium geometry. Source: the OMol25 dataset; level of theory: ωB97M-V/def2-TZVPD.

The geometry in XYZ format:
```
30
Properties=species:S:1:pos:R:3:forces:R:3:nbo_charge:R:1
C -1.0094 -1.5303 0.2210 0.42 0.88 0.04 -0.196
N -0.7782 -1.0372 -1.1660 0.82 -5.06 0.88 -0.676
C 0.4386 -1.6511 -1.8161 1.44 1.12 -0.63 -0.272
C 1.7509 -0.5727 -1.7493 -1.94 -3.37 -2.51 -0.024
O 1.3395 0.5050 -2.4349 -0.16 2.08 -0.43 -0.859
C -1.3761 -0.3827 1.2261 3.44 -2.66 0.50 -0.237
N -0.0119 0.2070 1.3769 -1.32 2.58 3.16 -0.675
C -0.1576 1.4002 2.3204 1.11 -1.29 3.52 -0.444
H -0.0447 -2.0998 0.5911 -2.00 1.23 -0.46 0.170
H -1.7874 -2.2741 0.3566 -0.44 -0.40 -0.95 0.163
H -0.6909 -0.0994 -1.3734 -0.05 2.65 0.35 0.387
H 0.1651 -1.6644 -2.8895 0.55 -0.17 0.34 0.184
H 0.7937 -2.6896 -1.5421 -1.06 0.98 0.34 0.173
H 1.9143 -0.3233 -0.7778 0.66 0.37 3.35 0.134
H 2.6986 -1.1184 -2.1194 -1.17 0.68 0.07 0.112
H -1.6966 -0.8936 2.1792 0.76 0.36 -0.52 0.163
H -2.1280 0.3434 1.1091 -1.06 0.87 -1.37 0.204
H 0.2280 0.8024 0.6076 -0.16 -0.48 -1.58 0.409
H 0.3055 1.3004 3.4303 0.65 -0.32 -2.43 0.150
H -1.1255 1.3977 2.8813 -0.31 0.89 -1.88 0.189
H 0.2999 2.2995 1.8586 -1.07 -0.29 0.48 0.225
H -1.2635 2.3927 -0.9898 -1.55 -0.36 0.21 0.503
H -2.7392 1.7793 -1.2560 -0.42 -1.26 -0.63 0.448
O -2.3072 2.5325 -0.9115 1.56 1.40 0.58 -1.043
H 0.8468 1.3351 -1.6785 0.18 -0.81 -0.72 0.494
H 0.4125 2.9307 -1.4485 0.47 1.31 -0.56 0.457
O 0.2278 2.1465 -0.9702 0.16 -1.07 0.53 -1.114
H 2.1738 -1.8236 2.3890 -0.68 0.30 3.62 0.456
H 1.3382 -1.4092 1.0875 1.75 -0.19 1.72 0.507
O 2.1831 -1.8032 1.4883 -0.56 0.06 -5.01 -0.986
```
Forces are in eV/Å.

Calculated total energy (eV): -16661.33170
HOMO-LUMO gap (eV): 7.6
2S+1: 1
Net charge: -1
ΔE to the lowest compared entry with this formula, charge and spin (kJ/mol): 326.5
Largest force on an atom (eV/Å): 5.202